Record 1
The following is a quantum chemistry calculation of a structure of composition C31H36BF3N6O5RuSSb, from the Open Molecules 2025 dataset.

```
! wB97M-V def2-TZVPD RIJCOSX def2/J DEFGRID3
* xyz 0 6
Ru -0.175 0.022 0.503
O 2.271 0.444 0.561
C 3.158 -0.407 0.485
O 3.087 -1.538 -0.138
C 4.467 -0.182 1.183
C 5.634 -0.783 0.729
C 6.831 -0.545 1.386
C 6.812 0.274 2.498
C 5.663 0.864 2.986
C 4.477 0.634 2.307
N 8.089 0.531 3.209
O 9.091 0.005 2.772
O 8.052 1.255 4.182
H 5.599 -1.435 -0.132
H 7.760 -0.984 1.055
H 5.708 1.483 3.869
H 3.551 1.076 2.648
C 3.164 3.733 1.742
N 1.778 3.355 1.539
C 1.311 3.514 0.177
C 1.090 2.560 2.398
N 0.166 1.751 1.974
N 1.432 2.670 3.732
C 0.975 1.633 4.640
C 1.558 3.984 4.346
H 3.791 3.249 0.987
H 3.513 3.422 2.722
H 3.285 4.815 1.652
H 1.607 4.503 -0.177
H 0.230 3.420 0.145
H 1.742 2.754 -0.479
H -0.463 1.462 2.715
H -0.073 1.765 4.937
H 1.588 1.668 5.541
H 1.087 0.654 4.178
H 1.631 4.752 3.582
H 2.443 4.035 4.983
H 0.679 4.200 4.962
F 1.281 -1.128 -1.616
B 1.782 -2.078 -0.655
F 2.056 -3.261 -1.281
S 0.521 -2.263 0.809
Sb -2.118 -1.473 -1.089
C -3.492 -2.561 0.102
C -3.013 -3.568 0.936
C -3.894 -4.305 1.715
C -5.256 -4.039 1.670
C -5.737 -3.035 0.843
C -4.858 -2.298 0.060
C -3.485 -0.076 -1.962
C -3.854 -0.093 -3.303
C -4.655 0.917 -3.828
C -5.096 1.950 -3.013
C -4.735 1.973 -1.669
C -3.926 0.971 -1.150
C -1.981 -2.826 -2.726
C -3.028 -3.690 -3.035
C -2.939 -4.534 -4.133
C -1.800 -4.527 -4.927
C -0.747 -3.677 -4.619
C -0.837 -2.831 -3.521
H -1.950 -3.772 0.990
H -3.514 -5.085 2.362
H -5.941 -4.612 2.282
H -6.798 -2.822 0.807
H -5.245 -1.516 -0.582
H -3.517 -0.898 -3.947
H -4.940 0.892 -4.873
H -5.726 2.731 -3.419
H -5.085 2.772 -1.028
H -3.627 1.006 -0.105
H -3.919 -3.710 -2.417
H -3.757 -5.205 -4.364
H -1.729 -5.192 -5.778
H 0.151 -3.684 -5.223
H 0.002 -2.197 -3.267
F -1.908 0.030 1.572
N 0.239 0.947 -3.168
C -0.610 1.644 -2.395
N -1.455 2.523 -3.005
O -0.630 1.528 -1.157
H 0.239 1.034 -4.168
H 0.841 0.270 -2.718
H -1.675 2.373 -3.976
H -2.245 2.782 -2.433
*
```

Highest occupied orbital energy (spin up / spin down) ... -7.112 / -7.895 eV
Relative energy (zero: lowest compared OMol25 entry of this formula, charge and spin) ... 0.277 eV
Maximum force ... 0.009 Eh/bohr
⟨S²⟩ ... 8.76
E_tot ... -80695.846 eV

Atomic partial charges in e from the Mulliken method, atoms 1 to 2: 0.642, 0.233

Record 2
The following is a quantum chemistry calculation of a cluster of 12 separate species, C40H107N3O20 in total in a non-equilibrium geometry, from the Open Molecules 2025 dataset.

```
! wB97M-V def2-TZVPD RIJCOSX def2/J DEFGRID3
* xyz 0 1
C 4.560 2.948 -0.503
C 6.019 2.646 -0.227
O 6.549 1.763 -1.198
O 3.984 3.715 0.573
H 4.001 2.013 -0.527
H 4.438 3.460 -1.459
H 6.119 2.247 0.790
H 6.634 3.552 -0.240
H 6.429 0.866 -0.872
H 4.431 4.567 0.598
C -1.040 -1.808 -4.322
C -2.107 -2.838 -4.107
O -1.739 -4.026 -4.820
O -0.058 -1.817 -3.275
H -1.465 -0.803 -4.341
H -0.557 -1.953 -5.292
H -3.084 -2.488 -4.460
H -2.229 -3.028 -3.035
H -2.210 -4.766 -4.426
H 0.210 -2.734 -3.144
C 0.188 0.441 -0.716
C 1.299 0.981 0.141
O 0.848 0.982 1.480
O 0.499 0.559 -2.101
H -0.775 0.898 -0.469
H 0.093 -0.631 -0.498
H 1.574 2.008 -0.145
H 2.189 0.342 0.051
H 1.528 1.338 2.075
H 0.271 -0.302 -2.491
C 0.503 4.463 2.004
C -0.449 4.862 0.906
O -1.708 5.305 1.422
O 1.043 5.568 2.728
H 1.366 3.878 1.678
H 0.000 3.752 2.677
H -0.647 4.023 0.239
H 0.000 5.660 0.302
H -1.541 6.003 2.061
H 0.341 6.017 3.207
C -0.433 3.796 -2.711
C 1.048 3.901 -2.479
O 1.780 2.832 -3.069
O -0.833 3.986 -4.064
H -0.972 4.547 -2.128
H -0.823 2.830 -2.362
H 1.234 3.834 -1.393
H 1.438 4.859 -2.822
H 1.347 2.041 -2.705
H -0.452 3.271 -4.585
C -6.044 -0.780 1.971
O -6.244 -0.877 3.359
C -5.788 -2.102 3.900
C -4.304 -2.014 4.269
N -3.951 -2.948 5.324
C -2.550 -3.389 5.333
C -1.535 -2.297 5.574
O -1.403 -1.517 4.409
C -0.511 -0.459 4.561
H -6.844 -1.309 1.444
H -5.076 -1.193 1.653
H -6.024 0.271 1.686
H -5.973 -2.938 3.217
H -6.358 -2.281 4.815
H -4.076 -0.968 4.512
H -3.701 -2.216 3.381
H -4.121 -2.524 6.229
H -2.306 -3.904 4.401
H -2.484 -4.136 6.129
H -0.557 -2.691 5.900
H -1.843 -1.655 6.421
H -0.455 0.053 3.597
H 0.483 -0.770 4.903
H -0.847 0.332 5.253
C -2.855 3.184 -9.777
O -3.047 1.947 -9.160
C -2.822 1.994 -7.762
C -3.483 0.802 -7.137
N -3.102 0.637 -5.730
C -3.642 1.669 -4.870
C -3.255 1.425 -3.448
O -3.827 0.209 -3.012
C -3.417 -0.081 -1.697
H -3.439 3.986 -9.317
H -3.114 3.084 -10.831
H -1.789 3.472 -9.774
H -3.152 2.958 -7.357
H -1.736 1.953 -7.580
H -3.185 -0.100 -7.674
H -4.581 0.842 -7.225
H -3.478 -0.260 -5.445
H -4.746 1.726 -4.893
H -3.249 2.649 -5.144
H -3.565 2.259 -2.802
H -2.155 1.372 -3.359
H -3.484 0.807 -1.054
H -2.401 -0.495 -1.686
H -4.114 -0.799 -1.261
C 2.964 -6.945 1.713
O 3.853 -5.930 1.303
C 3.420 -5.288 0.130
C 4.535 -4.377 -0.346
N 4.176 -3.616 -1.541
C 3.178 -2.599 -1.290
C 3.171 -1.532 -2.353
O 4.458 -0.983 -2.446
C 4.456 0.192 -3.245
H 3.388 -7.396 2.607
H 2.833 -7.705 0.937
H 1.980 -6.525 1.964
H 2.499 -4.717 0.320
H 3.211 -5.982 -0.697
H 5.365 -5.032 -0.622
H 4.860 -3.725 0.480
H 5.033 -3.175 -1.852
H 3.351 -2.077 -0.325
H 2.198 -3.075 -1.189
H 2.447 -0.785 -2.003
H 2.786 -1.918 -3.306
H 3.809 0.942 -2.776
H 4.111 0.051 -4.273
H 5.479 0.559 -3.235
C -2.124 -2.210 0.951
C -1.434 -3.053 -0.101
C -0.185 -3.730 0.412
O -2.347 -3.975 -0.699
H -2.894 -1.584 0.507
H -1.465 -1.605 1.581
H -2.594 -2.865 1.699
H -1.112 -2.394 -0.914
H 0.323 -4.234 -0.410
H -0.386 -4.474 1.194
H 0.442 -2.988 0.911
H -2.447 -4.701 -0.075
C 4.485 3.371 3.959
C 3.539 2.180 3.910
C 2.257 2.424 4.683
O 3.248 1.865 2.530
H 5.315 3.188 3.267
H 4.988 3.404 4.931
H 4.030 4.336 3.746
H 4.075 1.327 4.330
H 1.503 1.717 4.323
H 1.847 3.425 4.547
H 2.426 2.208 5.738
H 3.504 2.627 1.984
C 3.319 -3.856 4.140
C 3.953 -2.625 3.545
C 2.997 -1.646 2.902
O 4.718 -1.984 4.561
H 2.728 -4.350 3.361
H 2.630 -3.648 4.962
H 4.075 -4.579 4.439
H 4.630 -3.005 2.762
H 3.480 -0.695 2.650
H 2.175 -1.390 3.576
H 2.563 -1.957 1.947
H 5.171 -1.223 4.184
C -2.670 1.723 1.855
C -3.840 2.441 1.210
C -4.609 3.324 2.190
O -3.383 3.236 0.126
H -2.971 0.949 2.564
H -1.994 2.450 2.306
H -2.155 1.198 1.048
H -4.552 1.718 0.801
H -5.389 3.875 1.664
H -3.908 4.058 2.602
H -5.056 2.757 3.006
H -3.150 4.116 0.449
*
```

Highest occupied orbital energy ... -8.933 eV
Relative energy (zero: lowest compared OMol25 entry of this formula, charge and spin) ... 0.444 eV
Maximum force ... 0.023 Eh/bohr
E_tot ... -88630.358 eV

Atomic partial charges in e from the Mulliken method, atoms 1 to 2: 0.673, -0.635

Record 3
The following is a quantum chemistry calculation of a structure of composition CH2FLiO2Tl in a non-equilibrium geometry, from the Open Molecules 2025 dataset.

```
! wB97M-V def2-TZVPD RIJCOSX def2/J DEFGRID3
* xyz 1 1
O 0.754 1.246 -0.115
C -0.428 0.814 -0.223
O -0.730 -0.405 -0.244
Tl -2.782 -1.314 0.634
Li 0.840 -1.680 -0.364
H -1.223 1.564 -0.084
H 1.492 0.410 0.043
F 2.078 -0.634 0.352
*
```

Highest occupied orbital energy ... -15.444 eV
Maximum force ... 0.043 Eh/bohr
E_tot ... -12776.347 eV

Atomic partial charges in e from the Mulliken method, atoms 1 to 2: -0.435, 0.422